Density functional theory data (ωB97M-V/def2-TZVPD) for a structure of composition C57H44Br2CdN7O5P at a distorted geometry.

Values from the calculation:
Total charge: -2
E_LUMO (alpha / beta): 3.65 / 3.61 eV
Relative energy (zero: lowest compared OMol25 entry of this formula, charge and spin): 0.0 kJ/mol
Multiplicity: 1
Gap between HOMO and LUMO (alpha / beta): 5.40 / 5.57 eV
HOMO energy (alpha / beta): -1.753 / -1.962 eV

The geometry in XYZ format:
```
117
Properties=species:S:1:pos:R:3:forces:R:3
Cd -0.0798 1.0961 1.1176 0.1869 0.1598 0.0767
Br -4.2890 0.3571 -5.4005 0.0049 0.0840 0.2664
C -3.3605 0.1619 -3.6600 1.1933 0.1041 0.4612
C -4.3119 0.3009 -2.5419 -0.4645 0.3915 1.1822
C -3.9589 0.8515 -1.3499 -1.1225 -1.0608 -1.0585
C -2.6365 1.3933 -1.1135 2.9485 -0.1583 1.0715
O -2.1712 1.4519 0.0781 -1.6311 0.0955 -1.5711
C -1.8592 1.7254 -2.2743 1.0176 -0.1565 1.2546
C -0.5926 2.3351 -2.1282 -0.0227 -0.0827 0.7828
N 0.0765 2.5307 -1.0070 -1.5736 -0.2374 -0.3619
C 1.1303 3.3873 -0.9767 1.5962 -0.2283 -0.8171
C 2.0037 3.6142 -2.0554 -0.9177 -0.3378 0.6116
C 3.1492 4.3959 -1.8913 0.1922 0.4889 0.8347
C 3.4617 4.9701 -0.6599 -0.5696 -0.3432 -0.8468
C 2.5929 4.8138 0.4533 -0.4708 -0.5403 -0.7610
C 2.7744 5.4230 1.7055 -0.2824 -0.2675 0.6203
C 1.8311 5.2292 2.7018 0.8933 0.5995 -0.3493
C 0.7332 4.4136 2.4588 -0.2876 -1.1252 -1.3339
N 0.5968 3.7228 1.3217 -0.4722 1.1510 0.8669
C 1.4348 3.9793 0.2958 0.6100 0.3723 0.4135
C -2.0729 1.0532 -3.5768 -1.0403 -0.1752 -1.0915
H -5.3062 -0.1244 -2.6996 0.2743 -0.0057 0.2522
H -4.5847 0.7646 -0.4659 -0.1910 0.1505 -0.2265
H -0.1336 2.6793 -3.0570 -0.0912 0.1511 -0.3170
H 1.7638 3.1154 -3.0031 0.3793 0.3557 0.3643
H 3.7857 4.5643 -2.7551 0.1233 -0.0343 0.1780
H 4.3485 5.5623 -0.5668 0.3834 0.2980 0.1187
H 3.6645 6.0180 1.8847 -0.0593 0.0198 0.0014
H 1.9459 5.6785 3.6801 0.0122 0.1384 -0.0360
H -0.0648 4.3138 3.1895 0.1824 -0.3493 -0.0450
H -2.0972 1.7404 -4.4233 0.3737 0.2536 0.0387
Br 2.5751 -4.4800 -6.0720 1.2126 -0.0133 -0.4565
C 0.8482 -4.2422 -5.4690 -1.5219 0.3317 0.9706
C 0.5489 -4.4007 -4.1062 -0.1600 -0.1687 -0.4297
C -0.7617 -4.3992 -3.6297 0.3592 -0.0573 -0.3484
C -1.8246 -4.2038 -4.5391 -1.3392 1.6579 -0.5090
C -1.4956 -4.0362 -5.9036 0.4962 0.2042 -0.6335
C -0.1876 -3.9888 -6.3720 -0.4285 -0.6051 0.3430
N -3.1854 -4.0395 -4.2960 1.9479 -1.7416 0.1314
N -3.6000 -4.0367 -3.0544 -1.2692 2.2771 1.3757
C -3.2751 -3.0132 -2.2086 -0.5267 -1.8382 -0.8246
C -3.6750 -3.2132 -0.8475 0.9065 0.5293 0.3769
C -3.0326 -2.5372 0.1470 -0.3965 -0.4511 -0.1665
C -1.8839 -1.6824 -0.0908 0.9216 0.4658 1.7385
O -1.3165 -1.0872 0.8828 -0.6720 -0.9152 -1.7898
C -1.4873 -1.5485 -1.4851 -0.6590 0.1883 -1.5467
N -0.2035 -1.0721 -1.8364 -1.6162 1.3812 -2.1414
C -0.0561 -0.4605 -2.9815 0.0012 -1.3965 1.7110
C -1.1555 -0.2065 -3.9215 -1.7253 0.4506 -0.0252
C -2.4331 -1.1338 -3.7286 0.1785 0.0494 -1.9390
C -2.4056 -1.9127 -2.4854 1.4911 0.0471 1.2309
H 1.3650 -4.5236 -3.4065 0.0754 -0.1229 0.0476
H -0.9344 -4.5599 -2.5753 -0.1122 0.1671 0.0731
H -2.3398 -3.9157 -6.5832 0.2542 0.1144 0.0971
H 0.0270 -3.8273 -7.4281 -0.0753 -0.0795 0.2287
H -4.4431 -3.9461 -0.6655 -0.0748 -0.1871 0.1149
H -3.2770 -2.6959 1.1838 -0.1392 0.0627 0.2127
H 0.9461 -0.1498 -3.2767 0.1321 -0.2154 0.2584
H -0.8670 -0.1175 -4.9781 0.2744 -0.2764 0.4029
H -2.7382 -1.6982 -4.6351 0.4880 0.0546 0.7509
C 4.8120 -3.0533 -3.6046 -0.0225 -0.3894 0.2494
C 4.5426 -1.6919 -3.7007 0.2225 0.1463 -0.2111
C 3.7926 -1.0590 -2.7223 -0.4674 -0.8139 0.3646
C 3.2019 -1.8325 -1.6991 1.5791 -0.3326 0.4483
C 3.6184 -3.1675 -1.5104 0.0812 0.3482 -0.6002
C 4.4075 -3.7816 -2.4789 -0.0861 0.5788 -0.2636
P 2.0710 -1.0385 -0.5696 -0.5197 1.4389 -0.0993
C 1.4914 -2.3699 0.4776 0.7333 -0.3634 0.6871
C 1.6363 -2.3211 1.8791 -0.5552 -0.4999 -0.5279
C 1.0232 -3.3028 2.6511 0.0568 -0.2545 -0.3691
C 0.3290 -4.3435 2.0467 -0.2378 0.1473 -0.4805
C 0.2055 -4.3992 0.6539 0.3226 -0.0011 0.5243
C 0.8475 -3.4582 -0.1291 -0.3364 0.3422 -0.0284
C 2.9707 0.0822 0.4864 1.9431 -0.8147 0.5075
C 4.3867 0.0430 0.5650 -0.6973 0.4544 0.5051
C 5.0160 0.9051 1.4552 0.1371 0.0113 -0.2587
C 4.2577 1.7223 2.2910 0.0893 -0.4857 -0.1245
C 2.8734 1.6122 2.2889 0.5504 0.6546 0.3673
C 2.2013 0.8549 1.3574 -1.3449 -0.2109 -0.9680
H 5.3428 -3.5639 -4.4021 0.0286 0.1117 0.0783
H 4.9169 -1.1284 -4.5611 -0.0651 -0.1503 0.3282
H 3.6459 0.0158 -2.6985 -0.1960 -0.0161 -0.2899
H 3.3359 -3.6964 -0.5996 -0.0508 0.0792 -0.3847
H 4.7009 -4.8152 -2.3658 0.0311 -0.1169 -0.0259
H 2.1920 -1.5355 2.3685 -0.1425 0.1804 -0.1171
H 1.0701 -3.2604 3.7254 0.1502 0.0717 0.2525
H -0.1342 -5.1248 2.6319 -0.1294 0.0448 0.1981
H -0.4093 -5.1632 0.2039 0.0890 -0.2512 -0.1369
H 0.8273 -3.5407 -1.2216 -0.1816 0.1690 0.4013
H 4.9729 -0.6563 -0.0258 -0.1128 0.0950 -0.0418
H 6.1001 0.9199 1.5122 0.0142 0.0821 -0.0134
H 4.7604 2.4142 2.9485 0.0492 0.0910 0.2632
H 2.3216 2.1746 3.0287 -0.1487 0.1722 0.0576
C -3.6448 -0.1319 4.4503 -0.1305 -0.0381 -0.0033
C -3.8833 1.3017 4.9742 0.4223 0.2739 0.5285
C -2.5826 2.1862 5.0993 0.4319 0.1549 0.1871
C -2.9477 3.6179 5.5920 -0.6164 -0.3013 0.0197
C -1.8019 4.6416 5.6294 0.4174 -0.4109 0.2993
C -1.6006 1.5432 6.1428 -0.2356 0.0483 -0.6078
O -1.7547 1.6664 7.3570 0.3517 -0.3972 -1.3605
N -0.5552 0.7991 5.5801 -0.3530 -0.0972 2.7846
C -0.1978 0.6845 4.2564 -0.5201 0.8415 -2.4531
O 0.7291 -0.0384 3.8947 -0.8359 0.3519 1.0686
N -0.9051 1.4733 3.3641 0.3173 -0.4310 -0.1504
C -1.9641 2.2823 3.6778 0.8096 -0.1770 -0.5018
O -2.4276 3.0615 2.8386 -0.0079 -0.5505 1.1803
H -4.5806 -0.7159 4.4464 0.2233 0.3101 0.0431
H -2.9207 -0.7127 5.0499 -0.2459 0.4104 -0.0956
H -3.2695 -0.1265 3.4207 -0.0100 0.0819 0.1436
H -4.3525 1.2960 5.9793 0.2031 -0.1310 -0.4086
H -4.5583 1.8731 4.3145 0.2557 -0.3492 0.0807
H -3.3962 3.5169 6.5961 0.2389 -0.0030 -0.3052
H -3.7477 3.9793 4.9216 0.3691 -0.0793 0.2056
H -0.8999 4.2119 6.1260 -0.5289 0.2256 -0.3363
H -2.0874 5.5209 6.2311 0.0293 -0.2455 -0.3408
H -1.5200 4.9607 4.6157 -0.1450 -0.0655 0.3444
H 0.0351 0.2780 6.2416 -0.4215 0.4358 -0.4490
```
Positions in Å, forces in eV/Å.

Density functional theory data (ωB97M-V/def2-TZVPD) for a cluster of 7 separate species, C57H45F8NO18S in total at a distorted geometry.

Values from the calculation:
E_LUMO: -2.47 eV
Multiplicity: 1
Gap between HOMO and LUMO: 7.37 eV
HOMO energy: -9.836 eV
Structure (SMILES): CCCCN1C(=O)c2c(CCCCOC(C)=O)cc(S(=O)(=O)C(F)(F)F)c(C(F)(F)C(F)(F)F)c2C1=O.O=C1C=CC(=O)C=C1.O=C1C=CC(=O)C=C1.O=C1C=CC(=O)C=C1.O=C1C=CC(=O)C=C1.O=C1C=CC(=O)C=C1.O=C1C=CC(=O)C=C1

The geometry in XYZ format:
```
130
Properties=species:S:1:pos:R:3:forces:R:3
C -3.8961 4.5013 3.4337 0.9143 0.9387 -1.1294
C -3.9862 4.3936 1.7683 -0.0532 0.0657 1.1076
C -4.1456 2.8082 1.3826 -0.6871 0.2711 0.0085
C -4.0856 2.4860 -0.2340 -1.1328 -0.4473 0.5915
N -2.9054 1.5742 -0.4863 0.9083 1.9783 -3.2693
C -2.8629 0.8772 -1.8631 -2.3152 -0.0526 -2.3996
O -3.7780 0.9179 -2.8347 5.7479 -0.5059 6.4295
C -1.3944 0.1540 -1.7774 3.3564 -0.7101 0.7147
C -0.7983 -1.2379 -2.4042 1.4214 2.7422 2.2278
C -1.7360 -2.1838 -3.3692 0.6723 0.2625 0.0999
C -1.3941 -3.8099 -3.2352 -0.2091 -0.1015 -1.0887
C -2.5326 -4.6219 -2.3790 0.3740 0.2149 -0.1957
C -2.2291 -4.7603 -0.7736 -1.6343 -1.3020 -0.0026
O -0.8891 -4.3218 -0.3517 0.7099 -3.1133 0.8971
C -0.1067 -5.5493 -0.1375 2.9986 -2.5084 -5.4727
C 0.0854 -6.3467 1.2866 -0.0238 -0.5398 0.1828
O 0.4886 -6.0914 -1.2213 -3.7311 3.5387 6.7732
C 0.7860 -1.5930 -2.0019 -1.1537 3.1046 1.6098
C 1.6609 -0.5904 -0.9885 -4.2107 0.8166 -1.5618
S 3.4071 -1.1437 -0.6002 2.0425 -5.3515 4.4740
O 3.8002 -0.9591 0.9149 -1.9319 0.4205 -6.1442
O 3.7151 -2.6154 -1.0485 -1.8036 5.8019 0.6645
C 4.5437 -0.0580 -1.6875 2.1673 2.7591 -2.5547
F 5.1647 -0.8195 -2.8071 -2.0614 2.7669 4.2620
F 3.7623 1.0541 -2.3475 2.7954 -3.6885 2.3711
F 5.5954 0.5328 -0.7960 -3.7000 -2.0723 -3.5316
C 1.0194 0.8249 -0.3682 -2.5232 -1.3351 -2.9595
C 1.8087 1.8335 0.6458 0.7215 0.8467 0.9152
F 3.2730 1.9531 0.4082 -4.6466 -0.4649 0.3477
F 1.2784 3.2112 0.7271 1.5388 -4.4296 -0.7060
C 1.6231 1.1875 2.1775 0.1399 -1.1432 2.8204
F 2.9297 1.1568 2.8871 -4.9130 0.2661 -2.2338
F 1.1120 -0.2149 2.1495 1.7108 4.7984 0.0927
F 0.6037 1.9663 2.9761 3.6822 -2.6852 -2.7097
C -0.5228 1.1460 -0.8065 1.5601 -2.5688 -1.4594
C -1.5708 2.3494 -0.4897 0.0165 3.8289 0.7904
O -1.4689 3.6658 -0.3248 -0.4554 -8.7170 -0.9068
H -2.7715 4.2259 3.7059 -2.5796 0.2846 -0.3069
H -4.0019 5.6549 3.6955 -0.0305 -2.5654 -0.2692
H -4.6852 3.8281 3.9785 1.6111 1.4109 -1.0139
H -4.8976 5.0467 1.3708 1.8113 -1.6518 0.8016
H -3.0131 4.9092 1.3722 -1.8212 -1.3218 0.4921
H -5.2262 2.4808 1.7703 2.3465 0.7014 -0.8428
H -3.3814 2.1081 1.9649 -1.4175 1.6817 -1.3061
H -4.0009 3.4347 -0.9142 -0.3662 -1.7399 1.4360
H -5.0602 1.8382 -0.4704 2.2893 1.5724 0.1204
H -2.8718 -1.9585 -3.1231 2.5116 -0.4172 -0.3897
H -1.5572 -1.8318 -4.4958 -0.2785 -0.6832 2.5313
H -0.2887 -4.0158 -2.8736 -2.4691 0.4366 -0.4953
H -1.4422 -4.2437 -4.3464 0.0468 1.0059 2.4430
H -2.6122 -5.7178 -2.8361 0.0198 2.5175 0.9700
H -3.5488 -4.0246 -2.5182 2.0348 -1.5860 0.2387
H -2.3040 -5.9145 -0.5154 -0.0783 2.3050 -0.5045
H -3.0655 -4.2171 -0.1388 2.1288 -0.8926 -1.3704
H -0.8147 -6.2421 2.0314 1.7626 0.1961 -1.5605
H 1.1071 -6.0760 1.8418 -2.3657 -0.1907 -1.4486
H 0.1745 -7.5062 1.0421 -0.1979 2.6646 0.1696
H 1.3160 -2.5725 -2.4227 -1.2244 2.4193 1.1663
O 9.8849 2.4787 -0.4541 -0.2006 -0.2819 0.4223
C 9.5611 1.7129 0.4433 0.2113 0.3602 -0.3747
C 10.3474 1.6146 1.6888 0.0523 -0.2200 0.2794
C 9.9941 0.7760 2.6677 0.2462 0.1733 -0.2132
C 8.8020 -0.0866 2.5466 -0.1682 -0.4928 0.6296
O 8.4782 -0.8524 3.4439 0.1992 0.4664 -0.5641
C 8.0157 0.0117 1.3011 -0.1249 0.1671 -0.4604
C 8.3690 0.8503 0.3222 -0.2406 -0.2937 0.1329
H 11.2186 2.2544 1.7627 -0.0884 -0.0324 0.0257
H 10.5601 0.6911 3.5873 -0.0713 0.0044 -0.0942
H 7.1444 -0.6280 1.2272 -0.0091 0.0174 0.0330
H 7.8029 0.9353 -0.5974 0.1171 0.0201 0.0588
O 9.2822 6.4964 7.5976 0.3002 -0.5562 -0.4740
C 9.7171 5.6507 6.8281 -0.4057 0.6778 0.4994
C 10.6026 4.5676 7.2994 0.2867 -0.4178 -0.0920
C 11.0790 3.6454 6.4575 -0.0416 0.1447 0.4459
C 10.7394 3.6689 5.0208 0.2318 -0.4481 -0.4085
O 11.1743 2.8233 4.2513 -0.0717 0.6807 0.6145
C 9.8539 4.7520 4.5495 -0.0179 0.4156 0.0339
C 9.3775 5.6742 5.3914 0.1093 -0.2564 -0.3839
H 10.8419 4.5636 8.3560 -0.0280 0.0315 -0.0324
H 11.7301 2.8448 6.7866 -0.0161 0.0019 -0.0301
H 9.6146 4.7560 3.4928 0.1168 -0.1004 0.2100
H 8.7263 6.4748 5.0623 -0.0001 -0.0057 0.0368
O -5.1680 -4.1071 -4.9490 -0.2348 0.4712 -0.1120
C -5.6698 -3.0275 -5.2304 0.1964 -0.5309 0.1715
C -6.3995 -2.8280 -6.4981 -0.1343 0.4672 -0.3456
C -6.9456 -1.6476 -6.8056 0.2755 -0.5073 -0.1880
C -6.8442 -0.4931 -5.8908 -0.4475 0.7566 -0.2151
O -7.3460 0.5864 -6.1723 0.3421 -0.7382 0.1878
C -6.1145 -0.6927 -4.6232 0.2511 -0.2695 0.3534
C -5.5684 -1.8731 -4.3156 -0.1396 0.4384 -0.0403
H -6.4658 -3.6846 -7.1581 0.0325 0.0017 0.0205
H -7.4834 -1.4841 -7.7315 -0.0044 0.0299 0.0381
H -6.0481 0.1639 -3.9631 0.0340 -0.0171 -0.0472
H -5.0306 -2.0366 -3.3897 -0.0715 -0.0037 0.0102
O -12.0855 -6.9649 -4.3933 0.5431 0.6920 -0.0574
C -11.3309 -6.0057 -4.4775 -0.6240 -0.7955 0.0676
C -10.0376 -6.1066 -5.1821 0.4316 0.1998 -0.1594
C -9.2129 -5.0587 -5.2716 -0.0915 -0.4295 -0.0831
C -9.5600 -3.7551 -4.6715 0.4423 0.6222 -0.0361
O -8.8055 -2.7959 -4.7556 -0.5279 -0.6150 0.2292
C -10.8533 -3.6542 -3.9669 -0.4077 -0.1818 0.1285
C -11.6780 -4.7021 -3.8774 0.1056 0.4727 0.1034
H -9.7977 -7.0692 -5.6175 -0.0408 0.0216 0.0267
H -8.2604 -5.1159 -5.7841 0.0021 0.0078 0.0385
H -11.0932 -2.6916 -3.5314 0.0387 -0.0132 -0.0329
H -12.6305 -4.6449 -3.3648 0.0181 -0.0388 -0.0212
O 6.5735 8.9131 -0.1831 0.1655 -0.6915 0.4942
C 6.8166 7.9258 0.4971 -0.1829 0.7850 -0.5860
C 6.0739 7.6509 1.7430 -0.0870 -0.2703 0.4102
C 6.3417 6.5731 2.4866 -0.2353 0.3720 -0.0476
C 7.3901 5.6106 2.0938 0.0306 -0.5440 0.2613
O 7.6332 4.6233 2.7740 -0.3418 0.5227 -0.4974
C 8.1327 5.8855 0.8479 0.1083 0.2387 -0.3315
C 7.8649 6.9632 0.1043 0.2508 -0.3879 0.0881
H 5.3075 8.3659 2.0173 0.0325 -0.0084 -0.0399
H 5.8070 6.3571 3.4035 0.0149 -0.0309 -0.0135
H 8.8991 5.1704 0.5737 -0.0131 -0.0435 -0.0169
H 8.3996 7.1793 -0.8126 -0.0324 0.0130 0.0210
O -7.1496 -3.3214 5.1483 0.4133 0.0501 -0.8131
C -6.5880 -3.2530 4.0636 -0.4719 -0.0527 0.9346
C -7.2553 -3.6997 2.8249 -0.0048 -0.0745 -0.4988
C -6.6401 -3.6266 1.6406 -0.3522 -0.1076 0.2352
C -5.2681 -3.0949 1.5198 0.2674 0.0644 -0.5353
O -4.7066 -3.0265 0.4351 -0.3899 0.0478 0.5371
C -4.6008 -2.6482 2.7585 0.0128 0.0669 0.4213
C -5.2160 -2.7212 3.9428 0.3940 0.1173 -0.2632
H -8.2618 -4.0866 2.9300 0.0385 0.0185 0.0343
H -7.1150 -3.9506 0.7226 0.0386 0.0156 -0.0012
H -3.5943 -2.2613 2.6534 -0.0176 -0.0111 -0.0344
H -4.7411 -2.3973 4.8608 -0.0399 -0.0178 -0.0062
```
Positions in Å, forces in eV/Å.

Number 1: molar mass 1210.217 g mol⁻¹. Number 2: molar mass 1216.027 g mol⁻¹.